Density functional theory data (the ωB97M-V functional and the def2-TZVPD basis) for a 2-piece molecular cluster, C5H6N2O overall at a distorted geometry.

Output
HOMO energy	-8.09	eV
largest force on an atom	0.125	Eh/bohr
orbital gap	8.92	eV
relative energy (zero: lowest compared OMol25 entry of this formula, charge and spin)	78.2	kcal/mol

Last column: Mulliken charge in e.
Element x y z (Å)
C (1.5915, 0.0665, -0.1688)  0.4540
C (1.0756, 1.2754, -0.0194)  -0.4342
C (-0.5559, -0.1499, -0.0639)  0.7282
C (-1.9244, -0.6706, -0.0351)  -0.2465
C (-2.9748, 0.1008, -0.1978)  -0.5934
H (3.6873, -0.2691, 0.4040)  0.2718
H (2.7325, -1.5051, -0.0786)  0.3043
H (1.6286, 2.2422, 0.2966)  0.2857
H (-1.5485, -1.9196, 0.6006)  0.2214
H (-2.9054, 1.2298, -0.5858)  0.2234
H (-3.8711, -0.3130, 0.2889)  0.2679
N (2.8276, -0.4244, -0.1824)  -0.5232
N (0.5308, -0.8254, -0.1960)  -0.6330
O (-0.2938, 1.1625, -0.0624)  -0.3264

Density functional theory data (the ωB97M-V functional and the def2-TZVPD basis) for C18H36F8Li2N4O34S8 as an isolated structure at a distorted geometry.

Output
HOMO energy	-5.24	eV
largest force on an atom	0.085	Eh/bohr
charge	-2
orbital gap	8.35	eV
relative energy (zero: lowest compared OMol25 entry of this formula, charge and spin)	0.0	kcal/mol

Last column: Mulliken charge in e.
Element x y z (Å)
Li (-2.0843, 2.2697, -0.8306)  2.0015
Li (-0.4062, 1.4136, -2.6602)  1.3214
N (-0.2700, 1.5603, -0.7173)  -0.0173
S (0.7324, 2.5321, 0.2181)  0.8822
O (2.0843, 2.1137, 0.2109)  -0.6565
O (0.1827, 3.1769, 1.3463)  -0.3505
F (0.7301, 3.6737, -0.9044)  -0.4371
S (-0.0799, 0.1931, 0.1447)  -0.1356
O (-0.4365, 0.2730, 1.5171)  -0.6294
O (1.0417, -0.5810, -0.2168)  0.1103
F (-1.3187, -0.6036, -0.4650)  -0.3219
N (2.6229, 6.6042, 4.1474)  -0.5201
S (1.4864, 5.7712, 4.9811)  1.0884
O (1.7194, 4.3713, 5.1337)  -0.5158
O (0.1288, 6.1721, 4.8027)  -0.5783
F (1.8905, 6.3192, 6.4275)  -0.3059
S (2.2454, 6.1682, 2.6482)  0.9896
O (1.1435, 6.8919, 2.0982)  -0.5769
O (2.4609, 4.7968, 2.3716)  -0.3451
F (3.5071, 6.8478, 1.9213)  -0.3312
N (0.6440, 0.6379, -4.0586)  -0.3221
S (2.2996, 0.8128, -3.8004)  0.7800
O (2.9081, 1.4359, -4.9113)  -0.6157
O (3.0339, -0.1914, -3.1331)  -0.4515
F (2.0773, 1.9776, -2.7596)  -0.2018
S (0.5285, -0.9220, -4.3531)  0.8694
O (0.5439, -1.7176, -3.1676)  -0.3257
O (1.1465, -1.3549, -5.5486)  -0.6551
F (-1.0355, -0.9681, -4.6949)  -0.2778
N (-2.4770, 1.8233, -2.6981)  -0.3913
S (-2.5162, 2.9912, -3.8967)  0.9230
O (-3.6990, 3.4091, -4.5368)  -0.5440
O (-1.2675, 2.9357, -4.5675)  -0.6351
F (-2.1982, 4.1734, -2.8521)  -0.2505
S (-3.7822, 0.9421, -3.0491)  0.6461
O (-3.7075, 0.3930, -4.3576)  -0.6164
O (-4.9889, 1.5160, -2.5645)  -0.5733
F (-3.4891, -0.2945, -2.1313)  -0.1355
C (4.7755, -2.2854, 2.5980)  -0.5728
O (3.9902, -1.1551, 2.2580)  -0.1529
C (3.7994, -0.2400, 3.2123)  0.5130
O (4.3315, -0.2349, 4.2966)  -0.6288
O (2.9026, 0.6186, 2.7755)  0.0202
C (2.6554, 1.8224, 3.5238)  -0.6184
H (4.2546, -2.9011, 3.3334)  0.2468
H (5.7396, -1.9513, 2.9807)  0.3347
H (4.9176, -2.8797, 1.6989)  0.2368
H (1.9531, 1.6572, 4.3367)  0.3247
H (2.3218, 2.5570, 2.8021)  0.0000
H (3.5779, 2.1846, 3.9775)  0.4370
C (3.0761, -6.0939, 2.3941)  -0.5396
O (2.3658, -4.9582, 2.0006)  -0.0687
C (1.3172, -4.6131, 2.7507)  0.5546
O (0.9415, -5.1565, 3.7544)  -0.6172
O (0.7152, -3.6166, 2.1109)  -0.1280
C (-0.3055, -2.9056, 2.7902)  -0.6461
H (2.5235, -7.0339, 2.4679)  0.3662
H (3.6683, -6.0746, 3.3149)  0.3283
H (3.8432, -6.2517, 1.6360)  -0.0492
H (-0.8647, -3.6103, 3.4077)  0.4308
H (-0.9307, -2.5116, 1.9907)  0.1182
H (-0.0848, -2.0352, 3.4109)  0.2385
C (-2.0912, -3.5613, -2.6698)  -0.4686
O (-1.4616, -3.9513, -3.8827)  0.0052
C (-1.9956, -4.9212, -4.5869)  0.6552
O (-2.7406, -5.7915, -4.1937)  -0.6209
O (-1.4998, -4.8344, -5.8272)  -0.2430
C (-2.0498, -5.7305, -6.7881)  -0.7140
H (-1.4681, -2.8142, -2.1899)  -0.0779
H (-2.2557, -4.4082, -2.0040)  0.3841
H (-3.0453, -3.0738, -2.8859)  0.2916
H (-3.0194, -6.0948, -6.4634)  0.3463
H (-1.3606, -6.5540, -6.9796)  0.2524
H (-2.1301, -5.1503, -7.7067)  0.2216
C (6.0882, -6.5698, -0.5235)  -0.7393
O (4.9703, -5.7328, -0.8432)  -0.3420
C (4.9177, -4.5731, -0.1581)  0.8184
O (5.5499, -4.2966, 0.8314)  -0.6605
O (3.9839, -3.8479, -0.7308)  -0.2619
C (3.7580, -2.5492, -0.1642)  -0.3911
H (5.8622, -7.2585, 0.2857)  0.2649
H (6.9733, -5.9583, -0.3609)  0.3301
H (6.2835, -7.1191, -1.4452)  0.2737
H (3.0543, -2.5139, 0.6654)  0.1462
H (3.1951, -1.9968, -0.9222)  -0.0442
H (4.6958, -2.0168, -0.0446)  0.4768
C (-5.0810, 4.8929, -1.6822)  -0.4286
O (-4.4364, 5.7530, -0.7182)  -0.4617
C (-3.4825, 5.2086, 0.0130)  0.6065
O (-3.0414, 4.0872, -0.1381)  0.0229
O (-3.1060, 6.0744, 0.9312)  -0.3970
C (-1.9903, 5.6957, 1.7812)  -0.1548
H (-5.0889, 3.8651, -1.3292)  0.0747
H (-4.6084, 5.0119, -2.6511)  0.2202
H (-6.1064, 5.2533, -1.7474)  0.3052
H (-2.2648, 6.0145, 2.7863)  0.2384
H (-1.1206, 6.3052, 1.5480)  0.2853
H (-1.8193, 4.6298, 1.7212)  -0.1335
C (-2.8768, 1.5146, 3.0673)  -0.3757
O (-4.1818, 1.4827, 2.4752)  -0.4723
C (-4.2276, 1.4205, 1.1572)  -0.0949
O (-3.2684, 1.4576, 0.4319)  0.3674
O (-5.4589, 1.3556, 0.6722)  -0.2444
C (-6.5855, 1.6377, 1.4939)  -0.8096
H (-2.2000, 2.1726, 2.5261)  0.0706
H (-2.4440, 0.5343, 3.2285)  0.2415
H (-3.0090, 2.0148, 4.0282)  0.3411
H (-6.5765, 2.6345, 1.9312)  0.2909
H (-6.6945, 0.9254, 2.3156)  0.3183
H (-7.4308, 1.4812, 0.8300)  0.2638

Density functional theory data (the ωB97M-V functional and the def2-TZVPD basis) for a 11-piece molecular cluster, C19H60O11 overall at a distorted geometry.

Output
HOMO energy	-9.78	eV
largest force on an atom	0.093	Eh/bohr
orbital gap	10.39	eV
relative energy (zero: lowest compared OMol25 entry of this formula, charge and spin)	136.3	kcal/mol

Last column: Mulliken charge in e.
Element x y z (Å)
C (2.8210, -1.6474, -3.8362)  -1.0536
C (1.9800, -2.6684, -3.0602)  -0.0300
O (1.9710, -2.3284, -1.7322)  -0.3191
H (3.6890, -1.3644, -3.2892)  0.1914
H (2.2970, -0.7124, -4.2112)  0.1835
H (3.2350, -2.1504, -4.7072)  0.4588
H (2.3730, -3.6864, -3.1492)  0.3902
H (0.8730, -2.6444, -3.2752)  0.0486
H (1.5430, -3.0584, -1.3212)  0.0839
C (1.8080, -3.0174, 1.3668)  0.6716
C (2.6210, -2.7004, 2.5758)  -0.0754
O (3.8370, -3.4044, 2.5908)  -0.5492
H (2.5290, -2.9714, 0.5938)  0.1697
H (1.0150, -2.4114, 1.1708)  -0.8504
H (1.4470, -4.0494, 1.5308)  0.3680
H (2.1170, -2.9414, 3.5078)  0.5326
H (2.7250, -1.6164, 2.7158)  -0.2756
H (4.1420, -3.4834, 3.4898)  0.3425
C (-1.1860, -2.5174, -0.2382)  -0.2856
C (-2.7070, -2.2344, -0.0472)  -0.7326
O (-2.9280, -0.9034, -0.5392)  -0.3557
H (-1.0200, -3.5274, 0.1808)  0.4019
H (-0.7430, -1.8994, 0.4338)  -0.3739
H (-0.8430, -2.4914, -1.2162)  0.1891
H (-2.9020, -2.3154, 1.0338)  0.2175
H (-3.4360, -2.9274, -0.5242)  0.4622
H (-3.8920, -0.8284, -0.4932)  0.1258
C (-3.6840, 3.3226, -1.0742)  -0.8913
C (-4.0180, 2.0606, -1.8092)  0.4001
O (-5.3340, 1.7376, -1.6792)  -0.5771
H (-4.0990, 4.2566, -1.5002)  0.3599
H (-2.5840, 3.3636, -0.9332)  0.0227
H (-4.0710, 3.2236, -0.0502)  0.1935
H (-3.4860, 1.2346, -1.3782)  -0.5182
H (-3.7930, 2.0076, -2.8102)  0.7280
H (-5.6420, 1.4836, -2.5882)  0.3366
C (-3.8210, 1.2116, 2.0008)  -0.9689
C (-3.7020, -0.0814, 2.7408)  -0.0744
O (-4.7190, -0.9904, 2.2418)  -0.6074
H (-4.0800, 1.0376, 0.9658)  0.0739
H (-2.9480, 1.8126, 2.0778)  0.2252
H (-4.5940, 1.8476, 2.3078)  0.6627
H (-3.8540, 0.1046, 3.8108)  0.3974
H (-2.7370, -0.6524, 2.5808)  -0.0332
H (-4.7520, -1.8374, 2.7088)  0.3167
C (0.9300, 0.5676, -0.8822)  -0.3594
C (-0.2600, 1.4686, -0.9622)  -1.3331
O (-1.1880, 1.0746, 0.0208)  1.4523
H (1.6900, 0.9086, -0.1932)  0.1206
H (1.3470, 0.6436, -1.8652)  0.5722
H (0.5670, -0.4534, -0.8322)  0.0137
H (-0.6650, 1.4316, -1.9532)  0.3602
H (0.0590, 2.4846, -0.8882)  0.7797
H (-1.7610, 0.3406, -0.2562)  -0.8354
C (-1.0180, -1.1014, -4.3722)  -0.5275
C (-2.4540, -0.7384, -4.4832)  -0.2518
O (-3.1650, -1.5324, -3.5172)  -0.5806
H (-0.9040, -2.1244, -4.6322)  0.4027
H (-0.6150, -0.8844, -3.3782)  -0.2327
H (-0.5050, -0.6094, -5.1772)  0.4282
H (-2.8870, -0.9504, -5.4782)  0.3774
H (-2.6810, 0.3426, -4.2772)  0.0256
H (-3.0810, -1.1314, -2.6812)  0.2782
C (1.3100, 4.3496, 3.3918)  -1.5591
C (1.1860, 3.7086, 2.0478)  0.9599
O (-0.2090, 3.5276, 1.8648)  -0.5854
H (0.9710, 3.6396, 4.0638)  0.4210
H (0.8040, 5.3336, 3.4858)  0.3284
H (2.3520, 4.4536, 3.6468)  0.4051
H (1.6730, 2.6956, 2.2178)  -0.5153
H (1.7580, 4.2796, 1.2388)  0.2977
H (-0.3250, 2.8856, 1.1548)  0.0494
C (4.4900, 1.7816, 2.2288)  -0.8984
O (3.6000, 0.7806, 2.7338)  -0.4887
H (5.5320, 1.5556, 2.1388)  0.3733
H (4.4750, 2.4516, 3.0398)  0.3639
H (4.1660, 2.3686, 1.3508)  0.2619
H (3.5040, 0.1826, 2.0378)  0.1412
C (0.4710, -0.0954, 2.4508)  0.9145
O (0.4510, -0.9464, 3.5808)  -0.6626
H (0.7750, 0.9336, 2.8048)  0.4679
H (-0.5200, -0.0324, 2.0338)  -0.5773
H (1.1880, -0.1784, 1.6478)  -0.6994
H (1.1980, -0.6674, 4.0748)  0.4484
C (4.6980, -0.0164, -0.8442)  -0.8426
O (3.7310, -0.6354, -0.0112)  -0.1933
H (5.1300, 0.8176, -0.3932)  0.3062
H (4.3250, 0.2876, -1.8042)  0.2604
H (5.3590, -0.8674, -1.0172)  0.3023
H (3.0460, -0.9714, -0.5192)  0.0477

Density functional theory data (the ωB97M-V functional and the def2-TZVPD basis) for one molecule with the formula C5H8N2 at a distorted geometry.

Output
HOMO energy	-9.80	eV
largest force on an atom	0.022	Eh/bohr
orbital gap	10.47	eV
relative energy (zero: lowest compared OMol25 entry of this formula, charge and spin)	29.8	kcal/mol

Last column: Mulliken charge in e.
Element x y z (Å)
C (-1.3086, 1.0123, -0.7119)  -1.1811
C (-0.0104, 0.6823, -0.0197)  1.0257
C (1.1738, 1.1053, -0.4497)  -0.9525
C (1.0292, -2.0444, -0.0179)  0.4368
N (1.9836, -2.3317, -0.6156)  -0.4657
C (-0.0788, -0.2717, 1.1514)  -1.1474
N (-0.0419, -1.6849, 0.7154)  -0.2933
H (-1.7521, 1.9259, -0.2966)  0.2744
H (-1.1622, 1.1696, -1.7842)  0.3638
H (-2.0502, 0.2141, -0.5859)  0.3174
H (2.0902, 0.8475, 0.0753)  0.2754
H (1.2811, 1.6885, -1.3627)  0.2836
H (-1.0016, -0.1546, 1.7285)  0.3878
H (0.7610, -0.1208, 1.8347)  0.3806
H (-0.9132, -2.0373, 0.3388)  0.2945